[1]
Density functional theory data (the ωB97M-V functional and the def2-TZVPD basis) for a molecular structure, C27H34I2N2OPPd in a non-equilibrium geometry.

Each line ends with the natural charge from an NBO analysis.
Positions of all 68 atoms, in Å:
Pd: 0.508 -0.354 0.010  0.7300
I: 7.372 -0.218 3.305  0.5966
C: 5.746 -0.492 2.060  -0.0059
C: 5.922 -0.475 0.668  -0.3273
C: 4.837 -0.671 -0.138  -0.1390
I: 4.997 -0.630 -2.210  0.4822
C: 3.503 -0.927 0.426  0.5224
O: 2.536 -1.144 -0.320  -0.5273
C: 3.366 -0.932 1.877  -0.0259
C: 2.040 -1.300 2.490  -0.2692
N: 0.944 -0.341 2.209  -0.5754
C: 1.232 1.046 2.643  -0.2759
C: 1.842 1.880 1.540  0.1835
C: 2.708 2.935 1.791  -0.2315
C: 3.151 3.707 0.727  -0.1166
C: 2.731 3.403 -0.561  -0.2273
C: 1.872 2.333 -0.736  0.0615
N: 1.439 1.605 0.298  -0.5651
C: 4.460 -0.711 2.645  -0.2199
H: 6.902 -0.313 0.239  0.2834
H: 1.736 -2.276 2.103  0.2575
H: 2.173 -1.400 3.570  0.2378
H: 0.132 -0.675 2.716  0.4226
H: 0.290 1.514 2.935  0.2540
H: 1.887 1.050 3.517  0.2264
H: 3.013 3.162 2.805  0.2463
H: 3.814 4.546 0.896  0.2575
H: 3.059 3.982 -1.414  0.2595
H: 1.507 2.059 -1.718  0.2193
H: 4.370 -0.729 3.725  0.2645
C: -3.389 -0.301 1.741  -0.6294
C: -3.407 -1.145 0.468  -0.2526
C: -4.559 -0.769 -0.457  -0.6426
C: -3.393 -2.634 0.790  -0.6335
P: -1.821 -0.717 -0.513  1.3019
C: -2.046 0.927 -1.221  -0.4987
C: -2.464 1.178 -2.533  -0.1288
C: -2.739 2.473 -2.936  -0.1946
C: -2.600 3.531 -2.044  -0.1448
C: -2.168 3.296 -0.744  -0.1945
C: -1.889 2.006 -0.333  -0.1938
C: -1.219 -1.933 -1.828  -0.3279
C: -0.656 -3.158 -1.082  -0.6271
C: -0.054 -1.158 -2.488  -0.5093
C: -2.243 -2.404 -2.853  -0.6351
H: -4.236 -0.590 2.366  0.2610
H: -3.490 0.763 1.529  0.2329
H: -2.481 -0.473 2.324  0.1946
H: -5.490 -1.017 0.061  0.2665
H: -4.548 -1.335 -1.390  0.2282
H: -4.583 0.296 -0.680  0.2354
H: -4.256 -2.859 1.420  0.2588
H: -2.504 -2.929 1.350  0.2148
H: -3.484 -3.250 -0.105  0.2246
H: -2.611 0.371 -3.236  0.2118
H: -3.079 2.658 -3.946  0.2492
H: -2.836 4.538 -2.362  0.2505
H: -2.066 4.126 -0.056  0.2416
H: -1.564 1.817 0.683  0.2109
H: 0.049 -2.879 -0.294  0.1992
H: -0.124 -3.795 -1.791  0.2470
H: -1.445 -3.762 -0.638  0.2426
H: 0.581 -0.636 -1.715  0.1139
H: -0.399 -0.395 -3.182  0.2547
H: 0.602 -1.844 -3.025  0.2633
H: -2.996 -3.047 -2.399  0.2378
H: -1.728 -2.997 -3.614  0.2510
H: -2.752 -1.590 -3.363  0.2221

E_LUMO (spin up / spin down), eV: -12.379 / -12.382
Total charge: +3
Frontier orbital gap (spin up / spin down), eV: 4.4 / 4.4

---

[2]
Density functional theory data (the ωB97M-V functional and the def2-TZVPD basis) for C27H34N4O3S in the gas phase.

Each line ends with the natural charge from an NBO analysis.
Positions of all 69 atoms, in Å:
C: -2.568 -4.839 -1.237  -0.6280
C: -2.140 -3.609 -0.493  0.0129
C: -0.800 -3.285 -0.383  -0.2855
C: -0.367 -2.161 0.327  0.2767
C: -1.334 -1.366 0.944  -0.3107
C: -2.675 -1.690 0.842  -0.1856
C: -3.085 -2.797 0.126  -0.2501
H: -4.135 -3.041 0.051  0.2043
H: -3.402 -1.058 1.329  0.2165
H: -1.060 -0.482 1.496  0.2250
N: 1.004 -1.909 0.441  -0.4803
C: 1.435 -0.953 1.439  -0.2388
C: 2.933 -1.107 1.694  -0.2175
N: 3.667 -0.894 0.458  -0.4725
C: 3.264 -1.915 -0.492  -0.2214
H: 3.817 -1.770 -1.423  0.2041
C: 1.765 -1.836 -0.797  -0.0278
H: 1.513 -2.716 -1.397  0.2059
C: 1.416 -0.591 -1.625  -0.6290
H: 0.341 -0.555 -1.789  0.2186
H: 1.719 0.321 -1.121  0.2076
H: 1.915 -0.633 -2.590  0.2092
H: 3.493 -2.924 -0.105  0.1751
C: 5.114 -0.860 0.652  -0.2120
C: 5.626 0.499 1.140  -0.4103
H: 5.154 0.765 2.087  0.2035
C: 5.367 1.611 0.124  -0.2177
N: 3.945 1.834 0.023  -0.6523
C: 3.371 3.009 -0.301  0.6611
O: 3.984 4.021 -0.577  -0.6223
C: 1.874 2.908 -0.251  -0.1557
C: 1.250 2.588 0.950  -0.1378
C: -0.119 2.416 1.016  -0.2673
C: -0.886 2.534 -0.140  0.1600
C: -0.268 2.896 -1.337  -0.2445
C: 1.098 3.094 -1.388  -0.1614
H: 1.574 3.373 -2.316  0.2259
H: -0.865 3.013 -2.230  0.2093
N: -2.257 2.291 -0.157  -0.5911
C: -3.065 1.878 0.857  0.6449
O: -2.725 1.703 2.011  -0.6184
C: -4.467 1.644 0.410  0.1497
C: -5.368 1.211 1.302  -0.4098
S: -7.056 0.944 1.003  0.2887
C: -7.120 1.686 -0.660  -0.5587
C: -5.876 1.287 -1.440  -0.0744
O: -4.704 1.879 -0.926  -0.5130
H: -5.945 1.639 -2.473  0.2014
H: -5.773 0.194 -1.436  0.1885
H: -8.022 1.317 -1.144  0.2389
H: -7.171 2.769 -0.551  0.2279
H: -5.055 1.029 2.316  0.2670
H: -2.710 2.393 -1.057  0.4203
H: -0.598 2.174 1.951  0.2571
H: 1.845 2.482 1.846  0.2133
H: 3.402 0.980 0.122  0.4375
H: 5.783 1.327 -0.852  0.1821
H: 5.838 2.549 0.431  0.2253
H: 6.699 0.414 1.312  0.2186
H: 5.435 -1.646 1.356  0.1780
H: 5.582 -1.071 -0.313  0.1978
H: 3.245 -0.366 2.433  0.2046
H: 3.134 -2.113 2.103  0.1749
H: 0.899 -1.165 2.367  0.2178
H: 1.227 0.085 1.144  0.1931
H: -0.071 -3.935 -0.845  0.2036
H: -3.490 -4.658 -1.785  0.2150
H: -1.799 -5.161 -1.935  0.2120
H: -2.752 -5.653 -0.535  0.2200

E_LUMO, eV: 0.429
Frontier orbital gap, eV: 8.2
SMILES: Cc1cccc(N2CCN(CCCNC(=O)c3ccc(NC(=O)C4=CSCCO4)cc3)C[C@@H]2C)c1
ΔE to the lowest compared entry with this formula, charge and spin, kcal/mol: 0.89

---

[3]
Density functional theory data (the ωB97M-V functional and the def2-TZVPD basis) for a molecular structure, C27H34N5S2Sn in a non-equilibrium geometry.

Each line ends with the natural charge from an NBO analysis.
Positions of all 69 atoms, in Å:
Sn: -0.703 -1.257 1.267  1.5792
S: -0.443 -5.885 2.349  0.5767
C: -2.100 -5.491 2.671  -0.2444
C: -3.125 -6.327 3.103  -0.1710
C: -4.371 -5.764 3.301  -0.1625
C: -4.598 -4.399 3.079  -0.1607
C: -3.584 -3.572 2.646  -0.2548
C: -2.321 -4.125 2.433  0.1702
N: -1.192 -3.462 1.993  -0.5961
C: -0.149 -4.247 1.905  0.0561
C: 1.143 -3.748 1.452  -0.0899
C: 2.255 -4.584 1.278  -0.1451
C: 3.462 -4.063 0.850  -0.1627
C: 3.603 -2.708 0.584  -0.1363
C: 2.516 -1.847 0.755  -0.2756
C: 1.332 -2.410 1.150  -0.1861
H: -2.950 -7.380 3.275  0.2558
H: -5.185 -6.391 3.637  0.2560
H: -5.584 -3.991 3.252  0.2506
H: -3.746 -2.511 2.489  0.2177
H: 2.152 -5.639 1.499  0.2501
H: 4.315 -4.720 0.733  0.2642
H: 4.543 -2.296 0.243  0.2550
H: 2.628 -0.789 0.560  0.2443
N: -2.413 -2.913 -4.660  -0.6928
C: -2.082 -2.573 -3.422  0.2881
C: -2.828 -3.010 -2.299  -0.2763
C: -2.432 -2.668 -1.042  0.0647
N: -1.336 -1.912 -0.794  -0.6677
C: -0.628 -1.465 -1.857  0.0567
C: -0.953 -1.757 -3.147  -0.2909
H: -3.216 -3.491 -4.852  0.4291
H: -1.872 -2.607 -5.452  0.4253
H: -3.707 -3.625 -2.434  0.2585
H: -2.990 -3.009 -0.178  0.2289
H: 0.249 -0.867 -1.631  0.2107
H: -0.339 -1.382 -3.955  0.2527
C: 4.013 1.504 1.982  -0.6059
C: 4.125 2.783 1.157  -0.4079
C: 3.423 3.987 1.785  -0.4128
C: 1.904 3.844 1.853  -0.2278
N: 1.316 3.730 0.513  -0.5065
C: 0.657 2.724 -0.009  0.3453
S: 0.443 1.256 0.940  0.1025
N: 0.179 2.760 -1.244  -0.5119
C: 0.247 3.904 -2.161  -0.2337
C: -0.900 4.896 -1.962  -0.4073
C: -0.807 6.066 -2.936  -0.3993
C: -1.892 7.104 -2.695  -0.6046
H: 4.625 0.714 1.547  0.2243
H: 2.977 1.140 2.037  0.1622
H: 4.355 1.667 3.005  0.2373
H: 3.737 2.611 0.146  0.1798
H: 5.180 3.031 1.040  0.2464
H: 3.679 4.890 1.225  0.2268
H: 3.780 4.132 2.806  0.2455
H: 1.475 4.729 2.324  0.2459
H: 1.624 2.974 2.442  0.2189
H: 1.452 4.544 -0.075  0.4379
H: -0.398 1.986 -1.532  0.4192
H: 0.221 3.502 -3.172  0.2412
H: 1.214 4.400 -2.045  0.2093
H: -0.891 5.275 -0.934  0.2016
H: -1.852 4.378 -2.106  0.2146
H: -0.876 5.697 -3.964  0.2122
H: 0.176 6.542 -2.855  0.2052
H: -2.889 6.678 -2.826  0.2127
H: -1.791 7.938 -3.386  0.2414
H: -1.852 7.495 -1.677  0.2094

E_LUMO (spin up / spin down), eV: -12.202 / -12.522
Total charge: +3
Frontier orbital gap (spin up / spin down), eV: 4.2 / 3.9

---

What did the first record say?
Density functional theory data (the ωB97M-V functional and the def2-TZVPD basis) for a molecular structure, C27H34I2N2OPPd in a non-equilibrium geometry.

Each line ends with the natural charge from an NBO analysis.
Positions of all 68 atoms, in Å:
Pd: 0.508 -0.354 0.010  0.7300
I: 7.372 -0.218 3.305  0.5966
C: 5.746 -0.492 2.060  -0.0059
C: 5.922 -0.475 0.668  -0.3273
C: 4.837 -0.671 -0.138  -0.1390
I: 4.997 -0.630 -2.210  0.4822
C: 3.503 -0.927 0.426  0.5224
O: 2.536 -1.144 -0.320  -0.5273
C: 3.366 -0.932 1.877  -0.0259
C: 2.040 -1.300 2.490  -0.2692
N: 0.944 -0.341 2.209  -0.5754
C: 1.232 1.046 2.643  -0.2759
C: 1.842 1.880 1.540  0.1835
C: 2.708 2.935 1.791  -0.2315
C: 3.151 3.707 0.727  -0.1166
C: 2.731 3.403 -0.561  -0.2273
C: 1.872 2.333 -0.736  0.0615
N: 1.439 1.605 0.298  -0.5651
C: 4.460 -0.711 2.645  -0.2199
H: 6.902 -0.313 0.239  0.2834
H: 1.736 -2.276 2.103  0.2575
H: 2.173 -1.400 3.570  0.2378
H: 0.132 -0.675 2.716  0.4226
H: 0.290 1.514 2.935  0.2540
H: 1.887 1.050 3.517  0.2264
H: 3.013 3.162 2.805  0.2463
H: 3.814 4.546 0.896  0.2575
H: 3.059 3.982 -1.414  0.2595
H: 1.507 2.059 -1.718  0.2193
H: 4.370 -0.729 3.725  0.2645
C: -3.389 -0.301 1.741  -0.6294
C: -3.407 -1.145 0.468  -0.2526
C: -4.559 -0.769 -0.457  -0.6426
C: -3.393 -2.634 0.790  -0.6335
P: -1.821 -0.717 -0.513  1.3019
C: -2.046 0.927 -1.221  -0.4987
C: -2.464 1.178 -2.533  -0.1288
C: -2.739 2.473 -2.936  -0.1946
C: -2.600 3.531 -2.044  -0.1448
C: -2.168 3.296 -0.744  -0.1945
C: -1.889 2.006 -0.333  -0.1938
C: -1.219 -1.933 -1.828  -0.3279
C: -0.656 -3.158 -1.082  -0.6271
C: -0.054 -1.158 -2.488  -0.5093
C: -2.243 -2.404 -2.853  -0.6351
H: -4.236 -0.590 2.366  0.2610
H: -3.490 0.763 1.529  0.2329
H: -2.481 -0.473 2.324  0.1946
H: -5.490 -1.017 0.061  0.2665
H: -4.548 -1.335 -1.390  0.2282
H: -4.583 0.296 -0.680  0.2354
H: -4.256 -2.859 1.420  0.2588
H: -2.504 -2.929 1.350  0.2148
H: -3.484 -3.250 -0.105  0.2246
H: -2.611 0.371 -3.236  0.2118
H: -3.079 2.658 -3.946  0.2492
H: -2.836 4.538 -2.362  0.2505
H: -2.066 4.126 -0.056  0.2416
H: -1.564 1.817 0.683  0.2109
H: 0.049 -2.879 -0.294  0.1992
H: -0.124 -3.795 -1.791  0.2470
H: -1.445 -3.762 -0.638  0.2426
H: 0.581 -0.636 -1.715  0.1139
H: -0.399 -0.395 -3.182  0.2547
H: 0.602 -1.844 -3.025  0.2633
H: -2.996 -3.047 -2.399  0.2378
H: -1.728 -2.997 -3.614  0.2510
H: -2.752 -1.590 -3.363  0.2221

E_LUMO (spin up / spin down), eV: -12.379 / -12.382
Total charge: +3
Frontier orbital gap (spin up / spin down), eV: 4.4 / 4.4